ORCA calculation (wB97M-V/def2-TZVPD) on an isolated molecule of C17H20N2O5.

XYZ file:
```
44
Properties=species:S:1:pos:R:3:lowdin_charge:R:1
C -0.0546 -3.8950 0.3928 -0.060
C 1.4078 -3.4982 0.3154 -0.215
O 1.4883 -2.0759 0.4215 -0.029
C 2.6862 -1.5275 0.1628 -0.443
O 3.6529 -2.1972 -0.1295 0.109
C 2.7254 -0.0633 0.2350 -0.037
C 1.7497 0.7790 0.6445 -0.127
C 0.3740 0.3824 1.1179 -0.062
O -0.5644 0.3766 0.0399 0.033
C -1.1315 1.5430 -0.2793 -0.472
O -0.8574 2.5893 0.2499 0.116
C -2.1932 1.3509 -1.3367 -0.032
C -3.4377 0.8762 -0.6256 -0.223
C -3.5757 -0.4631 -0.2838 -0.040
C -4.7004 -0.8995 0.3928 -0.079
C -5.6952 -0.0003 0.7391 -0.091
C -5.5583 1.3370 0.4091 -0.080
C -4.4327 1.7748 -0.2672 -0.033
N 1.9747 2.1306 0.6504 0.178
C 3.2391 2.7101 0.5940 -0.537
O 3.4018 3.8873 0.8131 0.077
N 4.2363 1.8278 0.3558 0.127
C 4.0281 0.5324 -0.2599 -0.297
C 4.0178 0.6365 -1.7911 -0.022
H -0.1463 -4.9727 0.2954 0.078
H -0.6122 -3.4161 -0.4076 0.074
H -0.4796 -3.5872 1.3445 0.077
H 1.8583 -3.8083 -0.6337 0.127
H 1.9886 -3.9483 1.1287 0.131
H 0.3707 -0.6327 1.5089 0.128
H 0.0330 1.0940 1.8795 0.144
H -2.3714 2.3024 -1.8358 0.130
H -1.8534 0.6003 -2.0497 0.131
H -2.7952 -1.1619 -0.5473 0.110
H -4.8007 -1.9435 0.6509 0.102
H -6.5734 -0.3411 1.2669 0.101
H -6.3291 2.0430 0.6803 0.103
H -4.3255 2.8198 -0.5182 0.116
H 1.2004 2.7545 0.8535 0.140
H 5.1557 2.2334 0.2674 0.155
H 4.8492 -0.1276 0.0419 0.148
H 3.1883 1.2586 -2.1209 0.086
H 3.9134 -0.3554 -2.2207 0.079
H 4.9481 1.0750 -2.1450 0.079
```

Results
HOMO energy: -8.85 eV
Electronic energy: -31172.96682 eV
Molecular weight: 332.4 g/mol
Multiplicity: 1
LUMO energy: 0.6 eV
Frontier orbital gap: 0.3455 Eh
ΔE to the lowest compared entry with this formula, charge and spin: 0.752 eV